Entry 1:
A 10-piece molecular cluster, C9H36NO12 overall in a non-equilibrium geometry, computed with wB97M-V/def2-TZVPD.

Summary:
Relative energy (zero: lowest compared OMol25 entry of this formula, charge and spin)   360.6 kJ/mol
Charge   -1
Orbital gap   6.07 eV
LUMO level   2.3 eV

Geometry as XYZ:
```
58
C9H36NO12 wB97M-V/def2-TZVPD
N -0.6055 -0.5017 -0.4918
O 0.4976 -0.1333 -0.8568
O -0.6043 -1.4522 0.2659
O -1.5638 0.0374 -0.9155
C -4.5000 -5.7615 3.8715
O -3.1641 -5.9647 3.6706
H -5.0046 -5.2710 3.0390
H -4.9861 -6.7370 3.8821
H -4.7002 -5.3099 4.8431
H -2.7075 -5.1223 3.6115
C -7.4422 -1.3828 -4.1675
O -6.1440 -1.9431 -4.4398
H -8.0177 -1.9417 -3.4295
H -7.1891 -0.3872 -3.8032
H -8.0179 -1.2667 -5.0857
H -5.5579 -1.5243 -3.8052
C -2.7033 4.4122 -5.4063
O -1.4087 4.3449 -4.9441
H -2.6590 4.1900 -6.4725
H -3.3664 3.7913 -4.8040
H -2.9609 5.4646 -5.2873
H -1.3827 3.7936 -4.1586
C 0.3311 0.9723 6.6896
O 0.9584 1.8570 5.8070
H -0.3099 1.5114 7.3871
H -0.3030 0.4422 5.9790
H 1.0197 0.3307 7.2395
H 0.3315 2.5312 5.5349
C 1.0773 -2.2533 -6.7853
O 2.3556 -2.6265 -6.2636
H 0.4440 -1.6395 -6.1448
H 1.0564 -1.8505 -7.7979
H 0.5391 -3.1890 -6.9367
H 2.8109 -3.0513 -6.9943
C 3.4024 -6.6930 -0.5712
O 3.5499 -5.3968 -0.1462
H 4.3107 -7.2791 -0.4312
H 2.4634 -7.0620 -0.1587
H 3.2775 -6.7027 -1.6540
H 2.7188 -5.0633 0.1996
C 6.7593 -0.5490 4.2208
O 5.7993 -0.3689 3.2177
H 6.7308 0.3000 4.9039
H 6.5474 -1.4601 4.7804
H 7.7866 -0.6425 3.8685
H 5.0181 -0.1108 3.7124
C -2.0141 5.4075 2.0498
O -1.5507 6.1350 3.1258
H -2.5046 6.0918 1.3575
H -1.1014 4.9941 1.6206
H -2.6598 4.6022 2.4001
H -2.3544 6.4581 3.5396
C 4.3014 5.5023 0.3758
O 5.4248 5.0845 -0.2432
H 4.5345 6.0492 1.2894
H 3.5742 6.0270 -0.2438
H 3.9815 4.4882 0.6153
H 5.8820 5.8191 -0.6590
```

Entry 2:
A 9-piece molecular cluster, C9H36O9 overall in a non-equilibrium geometry, computed with wB97M-V/def2-TZVPD.

Summary:
Relative energy (zero: lowest compared OMol25 entry of this formula, charge and spin)   481.3 kJ/mol
SMILES string   CO.CO.CO.CO.CO.CO.CO.CO.CO
Orbital gap   10.13 eV
LUMO level   0.3 eV

Geometry as XYZ:
```
54
C9H36O9 wB97M-V/def2-TZVPD
C -9.8560 -42.3433 -10.7677
O -10.9908 -42.4724 -9.9252
H -10.1900 -41.7866 -11.6503
H -9.1074 -41.7243 -10.2687
H -9.5267 -43.3153 -11.1422
H -10.8979 -43.2613 -9.3672
C -12.9560 -40.5479 -7.5643
O -13.0322 -40.6279 -8.9783
H -12.6627 -41.5040 -7.1142
H -12.2669 -39.7689 -7.2245
H -13.9605 -40.3205 -7.2112
H -12.1783 -40.9310 -9.3147
C -5.9002 -40.8682 -11.0053
O -4.8327 -40.0292 -10.5935
H -6.8362 -40.5521 -10.5306
H -6.0308 -40.8401 -12.0920
H -5.6547 -41.8765 -10.6824
H -5.0341 -39.1340 -10.8779
C -10.1108 -46.7568 -11.0188
O -9.6837 -46.9088 -9.6644
H -11.1935 -46.8564 -11.0346
H -9.7689 -45.8015 -11.4190
H -9.6910 -47.5392 -11.6539
H -8.8147 -47.3118 -9.6754
C -12.5260 -43.8575 -12.3970
O -13.3546 -43.8970 -13.5402
H -11.5186 -43.6860 -12.7781
H -12.7595 -43.0265 -11.7268
H -12.5231 -44.7960 -11.8316
H -14.2615 -44.0587 -13.2667
C -8.1071 -43.8132 -13.8215
O -7.6216 -44.8989 -13.0420
H -9.0898 -43.4761 -13.4688
H -7.4251 -42.9648 -13.8085
H -8.2492 -44.1791 -14.8365
H -6.9884 -44.5684 -12.3998
C -12.4837 -45.0353 -8.5968
O -11.0932 -44.7659 -8.4583
H -12.9196 -44.4714 -9.4308
H -12.6678 -46.0981 -8.7633
H -12.9877 -44.7201 -7.6850
H -10.5945 -45.4548 -8.9175
C -9.7790 -38.6454 -9.2548
O -8.3547 -38.5086 -9.3604
H -9.9702 -39.5186 -8.6370
H -10.1656 -37.7338 -8.8025
H -10.1904 -38.8310 -10.2497
H -8.1535 -37.6404 -9.7193
C -7.8182 -41.6571 -7.5938
O -7.3466 -42.1014 -6.3050
H -7.4676 -40.6262 -7.7016
H -7.4412 -42.3319 -8.3560
H -8.9017 -41.5789 -7.5427
H -6.4692 -42.4742 -6.4244
```

Entry 3:
C9H3Cl2S6V as an isolated structure in a non-equilibrium geometry, computed with wB97M-V/def2-TZVPD.

Summary:
2S+1   4
Charge   -1
Expectation value of S²   3.7730
Orbital gap (spin up / spin down)   6.20 / 6.37 eV
LUMO level (spin up / spin down)   2.5 / 2.5 eV

Geometry as XYZ:
```
21
C9H3Cl2S6V wB97M-V/def2-TZVPD
V -0.0536 1.0896 -0.4390
Cl 0.7917 -0.2460 -2.1200
C 0.1557 -1.7740 -1.4472
C 0.7145 -3.0009 -1.7927
C 0.1941 -4.2053 -1.3762
C -0.9732 -4.1560 -0.5908
C -1.6061 -2.9139 -0.1763
Cl -2.7608 -2.9995 1.1008
C -1.0053 -1.7280 -0.6221
S -1.8206 -0.2222 -0.2443
H 1.5519 -2.9305 -2.4517
H 0.5639 -5.1288 -1.8270
H -1.5212 -5.1018 -0.4237
S 1.0313 6.7756 3.5072
C 0.9333 5.5196 2.4610
S 0.8637 3.9053 3.1159
C 0.8208 3.1100 1.6032
C 0.4061 3.9181 0.5294
S -0.3187 3.1305 -0.9563
S 0.8463 5.5648 0.7121
S 1.1861 1.3932 1.4375
```

Entry 4:
C9H3F6N2O8RuS2 as an isolated structure, computed with wB97M-V/def2-TZVPD.

Summary:
2S+1   5
Charge   +1
Expectation value of S²   6.0183
Orbital gap (spin up / spin down)   9.77 / 7.30 eV
LUMO level (spin up / spin down)   -5.3 / -7.8 eV

Geometry as XYZ:
```
31
C9H3F6N2O8RuS2 wB97M-V/def2-TZVPD
Ru -0.0719 -0.9466 -0.6925
O 3.8254 -1.5957 -0.2723
C 2.6549 -1.5367 -0.1218
O 1.7745 -1.1577 -1.1034
C 1.9148 -1.8297 1.1635
C 2.4315 -2.2395 2.3753
C 1.5367 -2.4834 3.4168
C 0.1624 -2.3272 3.2353
C -0.2798 -1.9123 1.9965
N 0.6002 -1.6755 1.0256
C -1.6993 -1.6778 1.5330
O -2.6730 -1.8222 2.1872
O -1.7090 -1.2869 0.2186
H 3.4998 -2.3667 2.4853
H 1.9132 -2.8055 4.3784
H -0.5529 -2.5212 4.0227
F 0.4498 3.8348 0.8425
C -0.1242 3.7157 -0.3417
F -1.4298 3.5504 -0.2029
F 0.1322 4.7664 -1.0910
S 0.6004 2.2202 -1.1607
O 0.2056 1.1238 -0.2150
O 1.9920 2.4108 -1.3196
N -0.2166 2.1400 -2.4955
S -1.0196 0.9797 -3.1214
O -0.6209 -0.3504 -2.4922
O -1.0312 0.9358 -4.5279
C -2.7695 1.1791 -2.5384
F -2.7787 1.1498 -1.2071
F -3.4960 0.1886 -3.0149
F -3.2214 2.3396 -2.9624
```

Entry 5:
C9H44B2CrO9 as an isolated structure in a non-equilibrium geometry, computed with wB97M-V/def2-TZVPD.

Summary:
2S+1   5
Charge   +2
Expectation value of S²   6.0273
Orbital gap (spin up / spin down)   8.61 / 3.35 eV
LUMO level (spin up / spin down)   -7.1 / -12.3 eV

Geometry as XYZ:
```
65
C9H44B2CrO9 wB97M-V/def2-TZVPD
Cr -0.8781 1.2864 1.1100
B 0.1263 -0.4184 0.3849
H -0.6589 -0.0672 -0.2666
H 0.9141 0.3151 0.4591
H -0.2363 -0.5311 1.3948
H 0.5255 -1.3434 -0.0014
B -2.2666 2.7865 1.3723
H -2.4332 2.1304 0.5321
H -2.3410 2.2588 2.3105
H -1.2803 3.2121 1.2704
H -3.0190 3.5570 1.3049
C 0.3661 3.5020 -1.0351
O -0.2729 2.2742 -0.7259
H -0.0852 3.9609 -1.9148
H 0.2610 4.2446 -0.2442
H 1.4120 3.3129 -1.2772
H -0.1925 1.7646 -1.5355
C 0.0560 0.0069 3.9397
O -0.9611 0.6596 3.1466
H 0.0814 -1.0736 3.7980
H 1.0127 0.3145 3.5176
H -0.0048 0.2684 4.9961
H -1.7266 0.6729 3.7258
C 1.6199 -4.1757 1.6846
O 0.4380 -3.4592 1.3150
H 1.2941 -5.1677 1.9976
H 2.3237 -4.2168 0.8533
H 2.1189 -3.6884 2.5222
H 0.6808 -2.5738 1.0346
C -2.8080 -1.4225 1.4427
O -2.6063 -0.0691 1.0620
H -3.8000 -1.5941 1.8604
H -2.5925 -2.0603 0.5854
H -2.1403 -1.8269 2.2035
H -3.4004 0.1324 0.5616
C 2.2022 2.4660 1.7283
O 0.7922 2.5018 1.8328
H 2.7038 1.9882 2.5699
H 2.5813 1.9984 0.8196
H 2.5336 3.5043 1.7165
H 0.6628 3.2745 2.3875
C 3.5387 -1.2229 -0.4541
O 2.8961 -0.2504 -1.2456
H 4.5599 -0.9470 -0.1912
H 2.9244 -1.5124 0.3986
H 3.6575 -2.1094 -1.0771
H 1.9489 -0.3573 -1.1315
C 0.3801 0.1900 -3.4094
O 0.1064 1.5201 -3.3424
H 0.0458 -0.3310 -2.5123
H -0.0533 -0.2981 -4.2823
H 1.4646 0.0941 -3.4627
H 0.1312 1.8913 -4.2274
C 1.1714 -3.6053 -2.1111
O 1.0026 -4.2622 -3.3345
H 0.3245 -3.7072 -1.4325
H 2.0647 -4.0023 -1.6291
H 1.2875 -2.5508 -2.3613
H 1.8071 -4.0161 -3.7969
C -3.5288 1.4076 -2.6069
O -2.7012 0.6776 -1.6984
H -3.9306 2.3213 -2.1689
H -3.0015 1.7131 -3.5106
H -4.4543 0.8792 -2.8360
H -2.6439 -0.2266 -2.0158
```